One molecule with the formula CH5ClO2SSi at a distorted geometry, computed with wB97M-V/def2-TZVPD.

The HOMO energy is -9.4318 eV. Its charge is 0. The energy above the lowest of the compared OMol25 structures with the same formula, charge and spin is 1.881 eV. The value obtained for the HOMO-LUMO gap is 8.90 eV.

Structure (XYZ):
```
11
CH5ClO2SSi (wB97M-V/def2-TZVPD)
C -0.292 -1.755 0.089
O 1.490 0.932 -1.071
O -0.863 0.855 0.665
Si 0.276 1.811 -0.866
S -0.629 -0.453 1.313
Cl 1.221 -0.470 2.288
H 0.631 -1.456 -0.485
H -0.187 -2.724 0.459
H -1.182 -1.436 -0.566
H 0.476 3.049 -0.070
H -0.941 1.646 -1.757
```

***

C22H28AuBrN3OS2 as an isolated structure, computed with wB97M-V/def2-TZVPD.

The HOMO energy is -10.6174 eV. Its charge is +1. The value obtained for the HOMO-LUMO gap is 5.77 eV.

Structure (XYZ):
```
58
C22H28AuBrN3OS2 (wB97M-V/def2-TZVPD)
Au -0.022 -1.437 2.449
C 3.129 -5.545 3.100
S 2.204 -4.974 4.542
C 1.303 -3.624 3.953
S 1.456 -3.139 2.275
N 0.540 -3.060 4.846
N -0.174 -2.018 4.337
C -0.998 -1.356 5.067
C -1.792 -0.312 4.413
C -2.812 0.379 5.032
C -3.550 1.288 4.278
C -3.244 1.481 2.944
C -2.199 0.760 2.380
N -1.502 -0.103 3.107
H 3.878 -6.225 3.500
H 3.641 -4.729 2.598
H 2.477 -6.078 2.413
H -1.103 -1.608 6.116
H -3.027 0.208 6.078
H -4.361 1.836 4.738
H -3.802 2.177 2.333
H -1.904 0.869 1.343
C 2.365 2.494 -4.059
C 1.555 3.134 -2.921
C 0.314 3.823 -3.504
C 2.423 4.192 -2.242
C 1.118 2.043 -1.946
C 1.501 2.024 -0.621
C 1.069 0.991 0.201
Br 1.668 1.037 2.008
C 0.263 -0.048 -0.238
O -0.191 -1.073 0.528
C -0.141 -0.046 -1.595
C 0.302 0.999 -2.391
C -1.042 -1.154 -2.164
C -1.342 -0.939 -3.650
C -2.393 -1.166 -1.430
C -0.351 -2.520 -2.034
H 2.716 3.264 -4.748
H 1.764 1.784 -4.629
H 3.235 1.965 -3.666
H 0.615 4.617 -4.191
H -0.291 4.270 -2.713
H -0.315 3.125 -4.059
H 2.703 4.953 -2.972
H 3.345 3.765 -1.841
H 1.889 4.694 -1.431
H 2.134 2.793 -0.203
H -0.001 1.006 -3.427
H -1.870 -0.001 -3.832
H -1.983 -1.749 -3.999
H -0.435 -0.955 -4.256
H -2.905 -0.209 -1.560
H -2.275 -1.362 -0.366
H -3.032 -1.946 -1.849
H 0.588 -2.526 -2.591
H -0.995 -3.297 -2.453
H -0.141 -2.774 -0.998
```

***

C40H28IN8O4SeTi as an isolated structure, computed with wB97M-V/def2-TZVPD.

The HOMO energy is -10.8874 eV. Its charge is +1. The energy above the lowest of the compared OMol25 structures with the same formula, charge and spin is 0.108 eV. The value obtained for the HOMO-LUMO gap is 7.56 eV.

Structure (XYZ):
```
83
C40H28IN8O4SeTi (wB97M-V/def2-TZVPD)
Ti -1.030 -1.222 0.530
O -1.690 -2.815 1.157
C -1.186 -3.623 2.106
C -1.245 -5.003 1.935
C -0.708 -5.827 2.905
C -0.138 -5.302 4.068
C -0.131 -3.938 4.263
C -0.642 -3.080 3.282
C -0.786 -1.659 3.528
N -1.017 -0.860 2.560
N -1.430 0.445 2.825
C -2.250 0.774 1.875
O -2.525 -0.053 0.875
C -2.893 2.099 1.865
C -2.344 3.146 2.600
C -2.918 4.405 2.532
C -4.043 4.615 1.744
C -4.598 3.567 1.023
C -4.019 2.308 1.075
H -1.689 -5.401 1.034
H -0.736 -6.899 2.761
H 0.272 -5.963 4.818
H 0.264 -3.516 5.179
H -0.787 -1.259 4.540
H -1.470 2.967 3.211
H -2.490 5.224 3.094
H -4.491 5.599 1.697
H -5.480 3.731 0.420
H -4.434 1.484 0.510
C 2.002 -4.212 0.317
C 2.408 -3.036 -0.519
N 3.690 -2.913 -0.835
C 4.072 -1.898 -1.612
C 3.189 -1.028 -2.223
C 3.688 0.054 -3.136
O 3.156 1.298 -2.669
C 1.825 -1.165 -1.933
C 0.816 -0.498 -2.784
N -0.417 -0.528 -2.496
C -1.409 -0.032 -3.357
C -1.230 0.984 -4.291
C -2.300 1.428 -5.052
C -3.559 0.868 -4.884
C -3.761 -0.133 -3.943
C -2.686 -0.564 -3.184
I -2.941 -2.031 -1.730
C 1.459 -2.102 -0.969
O 0.221 -2.146 -0.456
H 2.878 -4.828 0.502
H 1.240 -4.807 -0.189
H 1.568 -3.917 1.275
H 5.138 -1.804 -1.789
H 3.383 -0.126 -4.173
H 4.781 0.065 -3.112
H 3.526 2.010 -3.202
H 1.189 -0.066 -3.715
H -0.255 1.444 -4.403
H -2.152 2.221 -5.772
H -4.393 1.218 -5.478
H -4.743 -0.559 -3.800
Se 4.401 4.929 0.287
N 4.400 3.285 0.990
C 3.232 2.763 0.737
C 2.845 1.415 1.162
C 3.701 0.577 1.868
C 3.254 -0.679 2.223
C 1.966 -1.050 1.863
N 1.139 -0.262 1.186
C 1.573 0.954 0.834
C 0.647 1.780 0.051
N -0.510 1.200 -0.271
C -1.406 1.917 -0.938
C -1.178 3.231 -1.340
C 0.035 3.814 -1.044
C 0.977 3.074 -0.332
C 2.305 3.589 0.008
N 2.726 4.778 -0.326
H 4.694 0.924 2.122
H 3.883 -1.374 2.760
H 1.586 -2.028 2.129
H -2.344 1.425 -1.155
H -1.948 3.766 -1.876
H 0.272 4.826 -1.341
```

***

A 3-piece molecular cluster, C17H33N4O7S3 overall at a distorted geometry, computed with wB97M-V/def2-TZVPD.

The HOMO energy is -12.2539 eV. Its charge is +1. The energy above the lowest of the compared OMol25 structures with the same formula, charge and spin is 0.000 eV. The value obtained for the HOMO-LUMO gap is 9.43 eV.

Structure (XYZ):
```
64
C17H33N4O7S3 (wB97M-V/def2-TZVPD)
C -3.695 1.124 -2.435
C -2.349 1.006 -3.169
C -1.568 -0.335 -3.030
C -1.371 -0.984 -4.426
C -2.124 -1.367 -2.074
C -1.929 -2.705 -2.236
N -2.527 -3.315 -1.158
C -2.481 -4.781 -0.994
C -1.015 -5.187 -0.679
S -0.463 -4.587 0.938
C 0.128 -2.962 0.718
N 0.415 -2.178 1.687
N 0.817 -0.993 1.179
C 0.767 -1.081 -0.105
O 0.363 -2.316 -0.440
C -3.088 -2.430 -0.365
N -2.832 -1.246 -0.912
H -4.176 2.043 -2.775
H -4.384 0.293 -2.594
H -3.515 1.297 -1.366
H -1.705 1.819 -2.827
H -2.535 1.198 -4.227
H -0.551 -0.096 -2.699
H -0.997 -0.197 -5.079
H -0.579 -1.732 -4.348
H -2.289 -1.430 -4.810
H -1.404 -3.211 -3.023
H -3.033 -5.025 -0.087
H -2.864 -5.282 -1.880
H -0.340 -4.914 -1.492
H -0.961 -6.276 -0.620
H 1.020 -0.280 -0.777
H -3.634 -2.661 0.534
H -3.127 -0.362 -0.523
O 2.167 3.246 -3.163
S 3.517 3.560 -2.796
O 4.616 3.050 -3.550
O 3.719 3.185 -1.258
C 3.416 1.839 -0.864
C 4.470 0.848 -1.324
C 3.695 5.303 -2.635
H 2.424 1.562 -1.233
H 3.371 1.838 0.224
H 4.500 0.776 -2.410
H 4.257 -0.145 -0.925
H 5.459 1.161 -0.992
H 2.876 5.691 -2.035
H 3.664 5.724 -3.637
H 4.655 5.514 -2.171
O -1.025 0.230 7.210
S -0.344 1.371 6.681
O -1.072 2.445 6.080
O 0.778 0.869 5.666
C 0.366 0.022 4.577
C -0.376 0.786 3.500
C 0.735 2.032 7.905
H -0.231 -0.809 4.957
H 1.278 -0.401 4.160
H -1.326 1.172 3.870
H -0.582 0.140 2.654
H 0.210 1.642 3.161
H 1.312 1.224 8.344
H 0.112 2.507 8.660
H 1.383 2.770 7.438
```

***

C28H48BrN3P2PbS as an isolated structure at a distorted geometry, computed with wB97M-V/def2-TZVPD.

The HOMO energy is -12.8923 eV. Its charge is +2. The energy above the lowest of the compared OMol25 structures with the same formula, charge and spin is 0.000 eV. The value obtained for the HOMO-LUMO gap is 6.63 eV.

Structure (XYZ):
```
84
C28H48BrN3P2PbS (wB97M-V/def2-TZVPD)
N -4.760 -0.938 3.055
C -3.915 -0.015 3.552
C -3.278 0.925 2.740
C -3.605 0.968 1.363
C -4.518 0.015 0.855
C -5.082 -0.897 1.756
C -2.993 1.953 0.516
Pb 0.337 0.095 -0.007
P 2.419 0.751 -1.510
C -3.066 1.955 -0.848
C -2.135 2.692 -1.681
C -2.093 2.446 -3.080
C -1.118 3.029 -3.882
C -0.109 3.789 -3.274
C -0.180 4.151 -1.927
C -1.179 3.582 -1.128
Br 1.416 4.368 -4.341
H -2.400 2.705 1.040
H -3.800 1.327 -1.376
H -2.531 1.596 3.170
H -4.756 -0.071 -0.199
H -3.747 -0.031 4.636
H -5.804 -1.638 1.409
H -2.827 1.758 -3.492
H -1.193 3.797 -0.062
H -1.123 2.880 -4.957
H 0.528 4.854 -1.496
P -0.477 -2.639 -0.528
C 2.976 2.314 -0.726
C 3.650 3.296 -1.673
H 3.633 2.052 0.123
H 2.075 2.781 -0.290
H 4.013 4.169 -1.116
H 4.502 2.854 -2.205
H 2.942 3.678 -2.421
C 1.888 1.072 -3.227
C 3.009 1.002 -4.261
H 1.431 2.073 -3.243
H 1.067 0.372 -3.471
H 2.606 1.254 -5.250
H 3.812 1.722 -4.041
H 3.436 -0.008 -4.318
C 3.707 -0.530 -1.488
C 5.110 0.049 -1.613
H 3.489 -1.255 -2.294
H 3.579 -1.074 -0.534
H 5.844 -0.761 -1.545
H 5.263 0.553 -2.578
H 5.325 0.762 -0.809
C 0.536 -3.975 0.211
C 2.038 -3.746 0.097
H 0.233 -4.906 -0.291
H 0.235 -4.054 1.269
H 2.563 -4.631 0.474
H 2.353 -3.587 -0.941
H 2.366 -2.893 0.705
C -0.393 -3.056 -2.321
C -1.211 -2.108 -3.198
H -0.748 -4.096 -2.420
H 0.673 -3.044 -2.616
H -1.045 -2.351 -4.255
H -2.287 -2.210 -2.995
H -0.925 -1.053 -3.051
C -2.181 -3.197 -0.110
C -2.491 -3.287 1.382
H -2.329 -4.175 -0.594
H -2.867 -2.481 -0.595
H -3.555 -3.508 1.518
H -1.921 -4.079 1.878
H -2.295 -2.335 1.896
C 0.904 1.154 5.860
N 0.518 0.979 4.447
C 0.548 -0.271 3.889
S 1.482 -0.615 2.478
N -0.123 -1.262 4.507
C -1.145 -1.064 5.533
H 0.895 0.209 6.407
H 0.215 1.864 6.333
H 1.918 1.574 5.896
H 0.951 1.662 3.831
H -0.025 -2.173 4.070
H -2.092 -1.513 5.213
H -0.831 -1.550 6.466
H -1.331 -0.001 5.700
```

***

One molecule with the formula C11H17NO2S at a distorted geometry, computed with wB97M-V/def2-TZVPD.

The HOMO energy (spin up / spin down) is -7.9438 / -7.9428 eV. Its SMILES is CC(C)N1C=CS(=O)(=O)C2=C1[C@@H](C)[C@@H]2C. Its charge is 0. The energy above the lowest of the compared OMol25 structures with the same formula, charge and spin is 5.583 eV. The value obtained for the HOMO-LUMO gap (spin up / spin down) is 7.98 / 7.98 eV.

Structure (XYZ):
```
32
C11H17NO2S (wB97M-V/def2-TZVPD)
C 1.833 1.795 1.456
C 1.431 1.145 0.127
C 2.112 1.841 -1.047
N -0.018 1.092 -0.028
C -0.692 2.271 0.179
C -1.983 2.382 0.493
S -3.142 1.067 0.550
O -4.297 1.402 -0.216
O -3.293 0.779 1.945
C -2.187 -0.159 -0.267
C -0.618 -0.070 -0.069
C -0.490 -1.494 -0.298
C 0.359 -2.314 0.648
C -2.046 -1.646 -0.031
C -2.776 -2.711 -0.796
H 2.273 2.782 1.263
H 0.947 1.748 1.952
H 2.651 1.177 1.738
H 1.624 0.074 0.071
H 3.150 1.764 -0.904
H 1.550 2.917 -1.227
H 1.975 1.397 -2.048
H -0.064 3.179 0.321
H -2.478 3.324 0.499
H -0.186 -1.867 -1.372
H 1.178 -2.922 0.107
H -0.317 -3.093 1.199
H 0.759 -1.779 1.561
H -2.151 -1.771 1.008
H -2.512 -2.680 -1.895
H -3.898 -2.693 -0.767
H -2.565 -3.746 -0.610
```

***

One molecule with the formula C21H26N2O6S, computed with wB97M-V/def2-TZVPD.

The HOMO energy is -7.4590 eV. Its SMILES is CCOC(=O)COc1ccc(S(=O)(=O)N2CCN(c3ccc(OC)cc3)CC2)cc1. Its charge is 0. The energy above the lowest of the compared OMol25 structures with the same formula, charge and spin is 1.901 eV. The value obtained for the HOMO-LUMO gap is 8.07 eV.

Structure (XYZ):
```
56
C21H26N2O6S (wB97M-V/def2-TZVPD)
C 8.097 2.518 -2.053
C 6.670 2.410 -1.538
O 5.960 1.357 -2.198
C 5.395 1.637 -3.361
O 5.418 2.705 -3.914
C 4.688 0.413 -3.949
O 4.415 -0.603 -3.019
C 3.589 -0.335 -1.976
C 3.429 -1.374 -1.053
C 2.611 -1.209 0.045
C 1.947 -0.008 0.225
S 0.880 0.245 1.632
O 1.208 1.490 2.262
O 0.868 -0.945 2.439
N -0.597 0.457 0.848
C -1.123 -0.786 0.326
C -2.354 -0.466 -0.534
N -3.359 0.275 0.192
C -4.325 -0.405 0.942
C -4.309 -1.782 1.150
C -5.328 -2.426 1.834
C -6.398 -1.706 2.345
O -7.449 -2.234 3.041
C -7.460 -3.619 3.278
C -6.429 -0.327 2.136
C -5.422 0.305 1.446
C -2.789 1.492 0.733
C -1.586 1.174 1.630
C 2.091 1.024 -0.680
C 2.909 0.868 -1.785
H 8.630 3.276 -1.487
H 8.610 1.566 -1.942
H 8.094 2.800 -3.103
H 6.647 2.143 -0.480
H 6.135 3.351 -1.699
H 5.362 -0.040 -4.684
H 3.784 0.750 -4.474
H 3.966 -2.294 -1.221
H 2.477 -1.990 0.775
H -1.385 -1.465 1.149
H -0.341 -1.253 -0.277
H -2.028 0.168 -1.367
H -2.788 -1.376 -0.945
H -3.494 -2.387 0.785
H -5.262 -3.495 1.965
H -7.487 -4.188 2.342
H -6.594 -3.935 3.869
H -8.371 -3.815 3.843
H -7.268 0.231 2.521
H -5.497 1.368 1.277
H -2.459 2.115 -0.104
H -3.533 2.037 1.310
H -1.919 0.571 2.488
H -1.108 2.082 1.998
H 1.565 1.948 -0.502
H 3.016 1.685 -2.481
```

***

no.,E_tot (Ha)
1,-1339.41847
2,-4600.45677
3,-5828.66030
4,-2607.54040
5,-5107.24742
6,-1032.57363
7,-1774.93349